[1]
Formula: C28H35MgN4O3PSTe
Source: the OMol25 dataset
Level of theory: ωB97M-V/def2-TZVPD

Geometry as XYZ:
```
74
Properties=species:S:1:pos:R:3:forces:R:3
Mg 0.591894 -0.186405 -0.982023 0.352 0.190 0.248
N 1.942134 0.384583 -6.012328 0.055 -0.006 -0.066
C 1.522268 0.416491 -4.683540 -0.056 0.005 0.176
S 2.516367 1.493123 -3.690754 -0.118 -0.032 -0.001
N 0.485683 -0.283994 -4.427714 0.002 -0.175 -0.027
N -0.166623 -0.244889 -3.182853 0.364 0.166 -0.084
C -1.387367 -0.596465 -3.373070 -0.413 0.015 0.136
C -2.489384 -0.646779 -2.432490 0.086 0.034 -0.043
C -3.727731 -1.090478 -2.913946 -0.025 -0.023 -0.064
C -4.856801 -1.100322 -2.126093 0.003 0.002 0.069
C -4.754626 -0.639143 -0.803643 0.011 -0.045 -0.144
C -3.558713 -0.196907 -0.298906 -0.023 0.090 0.027
C -2.376672 -0.197645 -1.087906 -0.065 0.144 -0.212
O -1.261441 0.209513 -0.612125 -0.469 -0.105 0.198
H 2.944457 0.430425 -6.100712 0.048 0.021 -0.013
H 1.519090 -0.379568 -6.520679 -0.017 -0.003 -0.007
H -1.637791 -0.843895 -4.403417 -0.132 -0.100 -0.068
H -3.781147 -1.432982 -3.943338 -0.018 0.006 0.001
H -5.798492 -1.458223 -2.517822 -0.052 -0.013 -0.006
H -5.628881 -0.637634 -0.163217 -0.036 -0.016 -0.002
H -3.479118 0.145697 0.726113 0.040 -0.004 -0.006
C 1.593594 -3.517213 3.908989 0.117 0.089 0.003
O 0.188658 -3.356254 3.808219 -0.041 -0.212 0.345
C -0.356761 -3.693382 2.597170 -0.020 -0.085 -0.192
C -0.317955 -5.013402 2.173345 -0.084 -0.037 -0.047
C -0.918999 -5.436790 0.991298 0.004 0.061 0.029
C -1.574901 -4.483509 0.219497 0.025 0.066 0.044
C -1.605209 -3.160861 0.623964 0.028 0.051 0.022
C -0.999587 -2.703596 1.818609 -0.048 -0.030 -0.150
N -1.102301 -1.381906 2.146585 0.011 -0.018 0.350
C -0.220657 -0.651620 3.023727 0.200 0.243 -0.408
C 1.170739 -0.587379 2.870145 -0.315 0.056 0.041
C 2.020456 -0.126400 3.926081 0.093 0.047 -0.132
C 3.415094 -0.173334 3.861115 -0.255 -0.044 -0.154
C 4.049428 -0.685654 2.737799 -0.030 -0.048 0.033
C 3.241268 -1.069082 1.641270 -0.062 0.092 -0.075
C 1.858574 -0.952710 1.634705 -0.089 -0.070 -0.166
O 1.132520 -1.177819 0.526286 0.344 -0.057 0.206
H 1.915237 -2.933779 4.770693 0.002 -0.007 -0.025
H 2.096862 -3.119682 3.025294 0.024 -0.011 0.034
H 1.875113 -4.568440 4.055155 -0.059 -0.060 -0.019
H 0.187433 -5.734042 2.807035 0.028 0.025 0.042
H -0.872713 -6.476411 0.686993 0.005 0.027 0.009
H -2.052057 -4.766347 -0.714817 0.021 0.036 0.041
H -2.088231 -2.417425 -0.004444 0.014 -0.157 0.077
H -1.507826 -0.851430 1.389388 0.142 0.022 -0.059
H -0.679507 -0.267108 3.931226 0.062 -0.185 0.068
H 1.533692 0.234442 4.831020 0.053 -0.032 0.011
H 4.006888 0.182559 4.700681 -0.031 -0.008 0.051
H 5.132586 -0.755465 2.681768 -0.089 -0.003 -0.018
H 3.718072 -1.446436 0.735857 -0.064 0.051 -0.007
Te 3.188386 -0.020582 -1.890057 0.389 -0.009 -0.124
C -1.118719 4.571681 -2.380546 -0.003 -0.045 -0.027
C -0.616685 3.128441 -2.331978 -0.044 0.050 0.064
P 0.318739 2.603239 -0.823339 -0.005 0.370 0.040
C -0.856230 3.170314 0.483919 0.086 -0.294 0.187
C -0.406489 2.781951 1.898504 0.075 0.002 -0.131
C 1.607801 3.931641 -0.704515 0.199 -0.199 0.108
C 2.809112 3.490427 0.147289 -0.067 0.067 -0.031
H -1.530925 4.800385 -3.368499 0.001 0.011 0.044
H -0.310930 5.282553 -2.186347 -0.045 -0.018 -0.015
H -1.907103 4.747676 -1.645651 0.047 0.007 -0.014
H 0.043234 2.926778 -3.176543 0.032 -0.032 -0.028
H -1.455567 2.430291 -2.418917 0.034 -0.006 -0.012
H -1.812669 2.691135 0.252299 0.025 0.002 0.024
H -0.985208 4.252476 0.401172 -0.063 0.044 -0.017
H -0.185802 1.710958 1.983871 -0.074 0.033 0.004
H -1.185370 3.010609 2.630937 0.015 0.015 -0.013
H 0.495947 3.325033 2.191787 -0.041 0.020 -0.016
H 1.158412 4.837771 -0.287525 -0.028 0.036 -0.053
H 1.938192 4.159095 -1.722655 0.013 0.006 0.005
H 2.502882 3.135114 1.134213 0.000 0.037 -0.051
H 3.516378 4.315001 0.286321 -0.047 -0.019 -0.004
H 3.335996 2.663986 -0.327927 -0.021 -0.028 -0.007
```
Forces are in eV/Å.

Results
Net charge: -2
HOMO-LUMO gap, eV: 3.0
HOMO energy, eV: 1.16
M, Da: 690.6

***

[2]
Formula: C28H36Cl3GeN5ORu
Source: the OMol25 dataset
Level of theory: ωB97M-V/def2-TZVPD

Geometry as XYZ:
```
75
Properties=species:S:1:pos:R:3:forces:R:3
Ru -0.363792 -0.389581 -0.322014 -0.333 -0.859 -0.630
C 0.045376 -1.962144 2.704892 0.003 0.048 -0.091
N -0.985764 -1.061606 2.179571 0.169 0.135 0.277
C -2.280765 -1.726545 2.045065 0.015 0.026 -0.104
C -2.308847 -2.696967 0.895186 0.010 -0.015 -0.026
C -2.960353 -3.912572 0.996215 -0.027 -0.071 0.028
C -3.026897 -4.732940 -0.119614 -0.025 -0.042 -0.033
C -2.440486 -4.311010 -1.300374 -0.017 -0.046 0.019
C -1.808366 -3.080564 -1.318888 0.003 0.114 0.038
N -1.739485 -2.291139 -0.243618 0.046 0.326 0.039
C -1.099895 0.130988 3.041885 -0.027 -0.075 0.043
C 0.103555 1.006476 2.858306 -0.012 -0.304 0.215
C 1.064415 1.148277 3.844257 -0.168 -0.061 0.178
C 2.243239 1.825187 3.596319 0.045 -0.009 0.064
C 2.449052 2.320363 2.322274 0.112 0.099 -0.157
C 1.463756 2.167664 1.374521 0.259 0.084 -0.133
N 0.301826 1.552937 1.643038 -0.336 0.420 -0.022
C 0.942296 -2.608130 1.675614 -0.046 -0.099 -0.054
C 1.728885 -3.691102 2.049932 -0.042 -0.054 0.031
C 2.588665 -4.254282 1.126838 0.034 -0.052 0.031
C 2.626391 -3.732997 -0.158900 0.006 -0.069 0.003
C 1.814246 -2.659492 -0.451331 -0.155 -0.008 0.027
N 0.996334 -2.093128 0.449198 0.258 0.481 0.155
H -0.408376 -2.743594 3.322195 -0.010 -0.071 0.044
H 0.706059 -1.399028 3.366574 -0.015 0.027 0.031
H -3.033040 -0.959801 1.848439 -0.016 0.035 -0.016
H -2.564136 -2.241109 2.969517 -0.048 -0.027 0.065
H -3.420230 -4.206425 1.932305 0.036 0.018 -0.046
H -3.538188 -5.685155 -0.067956 0.012 0.005 -0.001
H -2.475835 -4.914086 -2.196991 0.000 0.032 0.010
H -1.356717 -2.701327 -2.227525 -0.012 -0.012 0.011
H -1.176074 -0.139615 4.099499 -0.007 -0.033 0.066
H -2.013998 0.658444 2.782185 -0.035 0.058 0.037
H 0.869577 0.715518 4.817934 0.000 0.006 -0.050
H 2.989911 1.942618 4.371013 -0.040 0.001 -0.031
H 3.360133 2.839344 2.055448 -0.042 -0.037 -0.009
H 1.562271 2.514169 0.358699 0.037 0.034 0.029
H 1.659583 -4.083203 3.058219 0.004 0.019 -0.052
H 3.214158 -5.094954 1.401009 -0.030 0.035 -0.015
H 3.268178 -4.153134 -0.920381 -0.019 0.006 0.000
H 1.787938 -2.233850 -1.444876 0.007 0.026 0.011
C 3.591951 1.394658 -2.148253 -0.035 -0.001 -0.022
C 2.491459 1.898160 -3.109074 0.044 -0.082 0.048
C 1.235677 1.128173 -2.687156 0.278 -0.032 0.022
O 1.558987 0.516434 -1.412363 -0.507 0.267 0.020
C 2.953034 0.191460 -1.470031 -0.035 0.113 0.035
H 3.846595 2.155647 -1.409166 -0.017 0.001 -0.016
H 4.504893 1.114486 -2.670186 0.022 0.043 0.015
H 2.736384 1.685472 -4.147822 -0.005 0.008 0.001
H 2.352148 2.973390 -3.018958 0.047 -0.012 -0.038
H 0.990970 0.345162 -3.402992 -0.003 -0.085 -0.007
H 0.355592 1.744175 -2.543186 -0.071 0.048 0.043
H 3.104313 -0.712850 -2.067746 -0.014 0.006 -0.026
H 3.297888 0.009400 -0.453623 -0.006 -0.029 0.031
C 0.422718 4.265444 -0.914470 0.040 0.094 -0.077
Ge -1.118482 3.280429 -0.233448 0.032 -0.070 0.353
C -1.767018 4.237532 1.347592 -0.016 0.151 0.005
C -2.506242 3.086005 -1.548807 -0.140 0.027 -0.095
C -0.718706 1.503525 0.589223 0.428 -0.948 -0.871
H 0.024551 5.171058 -1.378093 0.084 -0.014 0.002
H 0.979018 3.720267 -1.676409 -0.010 0.041 0.052
H 1.102115 4.570102 -0.115392 -0.048 0.046 -0.081
H -1.952339 5.289452 1.118545 -0.001 -0.063 0.045
H -1.037026 4.194921 2.161520 -0.049 0.022 -0.020
H -2.704544 3.796406 1.692829 0.034 0.031 0.015
H -2.952784 4.065630 -1.732244 -0.010 -0.054 0.010
H -3.285183 2.406571 -1.201627 0.007 0.027 -0.035
H -2.137489 2.700817 -2.494991 -0.030 -0.031 -0.100
H -1.673255 1.252102 1.033169 -0.098 0.151 0.293
Cl -3.673055 1.306139 -4.749131 0.080 -0.011 0.112
C -1.951320 -0.439742 -4.421616 -0.127 0.320 0.280
Cl -0.729569 0.077281 -5.519838 0.003 0.016 -0.017
Cl -2.777706 -1.893490 -4.805084 -0.052 -0.143 0.006
C -1.760578 -0.155738 -3.076404 -0.017 -0.332 -0.452
N -1.587595 0.059015 -1.948454 0.595 0.405 0.484
```
Forces are in eV/Å.

Results
Net charge: +1
HOMO-LUMO gap (alpha / beta), eV: 5.0 / 6.2
HOMO energy (alpha / beta), eV: -8.62 / -9.74
Spin multiplicity: 2
M, Da: 738.7

***

Q: Which value of net charge does entry 1 give?
A: -2